Entry from OMol25: C31H32N2OSiSn as an isolated structure (ωB97M-V/def2-TZVPD).

Results
Net charge   +2
E_HOMO   -13.476 eV
Relative energy (zero: lowest compared OMol25 entry of this formula, charge and spin)   0.0000 eV
Gap between HOMO and LUMO   4.24 eV

The geometry in XYZ format:
```
68
Properties=species:S:1:pos:R:3:forces:R:3
C 0.1419 -4.0897 0.4812 -0.5 -1.0 -0.3
C -1.3610 -4.3197 0.1335 0.6 -0.8 0.5
H 0.7732 -4.7436 -0.1321 -0.1 0.3 0.0
H 0.2809 -4.4094 1.5210 0.1 0.5 -0.1
H 0.5710 -3.0655 0.4377 0.1 0.0 0.3
H -1.6586 -4.0686 -0.8973 -0.1 -0.2 0.0
H -1.5163 -5.3962 0.2117 0.0 0.0 -0.1
H -2.0339 -3.8570 0.8589 0.2 0.0 -0.3
C 2.2497 -0.9012 -2.0942 -0.3 -0.1 0.0
C 3.1309 -0.0942 -2.8103 -0.1 0.1 0.0
C 2.6791 0.5555 -3.9606 -0.1 -0.3 0.1
C 1.3462 0.3994 -4.3303 -0.6 -0.4 0.4
H 2.5828 -1.4341 -1.2012 -0.1 0.2 -0.3
H 4.1532 0.0304 -2.4454 -0.4 -0.1 -0.2
H 3.3489 1.1714 -4.5634 -0.2 -0.2 0.2
H 0.9360 0.8669 -5.2275 0.4 0.0 0.4
N 0.9554 -1.0522 -2.4458 0.1 -0.1 -0.2
C 0.4851 -0.3674 -3.5234 1.0 -0.2 0.4
C -0.9686 -0.3938 -3.7225 -1.4 -0.2 0.2
N -1.7082 -1.0170 -2.7526 0.1 0.1 -0.6
C -3.0608 -1.0056 -2.8107 0.3 0.3 -0.3
C -2.9997 0.3059 -4.8218 0.0 -0.3 0.3
C -3.7426 -0.3325 -3.8195 0.3 -0.1 0.1
H -3.5924 -1.5087 -1.9996 0.2 0.2 -0.4
H -4.8316 -0.3157 -3.7920 0.3 0.0 -0.1
C -1.6075 0.2598 -4.7839 0.4 -0.3 0.4
H -0.9799 0.7231 -5.5498 -0.6 -0.1 0.2
H -3.4968 0.8340 -5.6284 0.0 -0.1 0.1
Sn -0.7220 -1.8974 -0.9171 -0.1 4.9 0.3
C -2.5571 -1.5515 0.2742 -0.7 -0.5 0.0
H -3.3705 -2.2247 -0.0202 0.3 0.1 0.1
H -2.8158 -0.5135 0.0452 0.4 -0.1 -0.1
H -2.3684 -1.6489 1.3501 0.4 -0.1 -0.4
O -0.0602 -0.2129 -0.0641 -0.5 -2.0 -1.8
Si 0.3471 0.7412 1.1767 0.7 1.1 1.4
C -1.0352 1.9325 1.5715 -0.1 -0.2 -0.4
C -2.1705 1.5168 2.2851 -0.3 0.4 -0.1
C -3.2071 2.4178 2.5563 0.1 -0.1 0.1
C -3.1210 3.7400 2.1100 0.2 -0.1 -0.2
C -2.0139 4.1490 1.3563 0.1 -0.1 0.0
C -0.9734 3.2511 1.0904 -0.4 0.0 0.2
C 0.7202 -0.3612 2.6294 -0.2 0.1 -0.2
C 1.4889 -1.5148 2.4263 -0.2 -0.4 0.5
C 1.6127 -2.4662 3.4464 0.0 0.3 -0.1
C 1.0213 -2.2205 4.6953 0.0 -0.1 -0.2
C 0.3303 -1.0273 4.9250 0.1 0.1 -0.1
C 0.1792 -0.0961 3.8900 0.1 -0.5 0.3
C 1.9023 1.6819 0.7684 0.0 -0.3 0.0
C 2.9072 1.7698 1.7437 0.3 0.3 -0.2
C 4.0949 2.4643 1.4753 -0.3 0.0 0.0
C 4.2724 3.0824 0.2342 -0.1 -0.1 0.0
C 3.2706 2.9965 -0.7417 -0.1 -0.1 0.1
C 2.0938 2.2864 -0.4764 0.5 0.3 -0.1
H -2.2466 0.4885 2.6504 0.0 0.3 0.0
H -4.0747 2.0812 3.1320 0.3 0.2 -0.2
H -3.9232 4.4478 2.3286 0.3 -0.2 0.0
H -1.9465 5.1737 0.9814 -0.1 -0.3 0.2
H -0.1001 3.5737 0.5195 -0.3 0.0 0.2
H 2.0050 -1.6723 1.4690 -0.2 0.0 0.3
H 2.1788 -3.3842 3.2596 -0.1 0.3 0.2
H 1.1162 -2.9664 5.4877 0.0 0.3 -0.2
H -0.0943 -0.8095 5.9063 0.1 -0.2 -0.3
H -0.3583 0.8377 4.0605 0.1 -0.3 0.0
H 2.7607 1.3036 2.7242 0.1 0.2 -0.4
H 4.8664 2.5291 2.2469 -0.2 0.0 -0.3
H 5.1961 3.6266 0.0239 -0.3 -0.1 0.1
H 3.3984 3.4902 -1.7058 0.0 -0.1 0.2
H 1.3200 2.2112 -1.2467 0.2 0.1 0.2
```
Forces are in eV/Å.

Entry from OMol25: a 10-piece molecular cluster, C49H88F6N16O3P overall (ωB97M-V/def2-TZVPD).

Results
Net charge   +5
E_HOMO   -16.386 eV
Gap between HOMO and LUMO   6.09 eV

The geometry in XYZ format:
```
163
Properties=species:S:1:pos:R:3:forces:R:3
C -2.8651 -16.6666 18.4702 2.5 1.8 -2.1
O -3.1172 -15.6683 17.7154 -1.9 3.1 -0.4
O -2.7475 -16.6382 19.6950 -1.2 1.2 4.8
O -2.3320 -17.5995 17.8705 1.6 -5.2 -2.6
C -1.0128 -24.1736 22.1558 0.8 0.0 -1.8
C -0.9077 -22.6822 22.3695 -1.5 0.5 2.5
N -1.4009 -21.7697 21.3459 -1.3 1.9 -5.4
C -1.0042 -20.3965 21.0766 -1.8 -1.8 0.6
C -1.7793 -19.8935 20.0370 1.3 -1.4 1.5
N -2.5598 -20.9452 19.5170 3.2 -0.5 3.4
C -2.2405 -22.0499 20.2716 0.5 0.6 0.9
C -3.1695 -20.8571 18.2286 -1.1 -0.3 -0.8
H -0.3798 -24.7502 22.8302 -0.2 0.3 0.1
H -0.6370 -24.3547 21.1488 0.1 -0.6 -0.1
H -2.0449 -24.5229 22.1844 0.1 0.1 0.2
H -0.0452 -22.2259 22.8553 0.6 -0.5 -0.8
H -1.6259 -22.5662 23.1812 -0.2 0.5 0.3
H -0.2955 -20.0393 21.8091 -0.1 0.7 -0.4
H -1.7072 -18.8985 19.6232 -0.8 0.1 -0.5
H -2.5083 -23.0586 19.9935 -0.4 0.1 0.2
H -3.7892 -21.7320 18.0322 0.1 -0.1 0.1
H -2.3841 -20.7781 17.4768 -0.2 0.2 0.0
H -3.8460 -20.0026 18.2387 0.3 0.1 -0.2
C 1.0319 -18.8642 18.4707 0.9 0.5 0.2
C 0.8287 -17.6598 19.4334 0.0 -1.6 -0.5
N 1.2540 -16.4438 18.7550 -0.3 2.1 -2.6
C 2.5905 -16.0888 18.5616 -0.9 1.7 0.1
C 2.6113 -14.8807 17.8621 -0.5 -1.4 0.5
N 1.3068 -14.5894 17.5001 -0.1 -0.9 0.5
C 0.4853 -15.5895 17.9708 1.9 0.9 1.9
C 0.9084 -13.3623 16.7584 -0.5 0.0 -0.7
H 2.0925 -18.9544 18.2360 0.3 0.1 0.1
H 0.5753 -18.6772 17.4988 -0.6 -0.2 0.4
H 0.7866 -19.8193 18.9352 -0.5 0.2 -0.2
H 1.4755 -17.7816 20.3023 0.1 0.1 0.0
H -0.2031 -17.6388 19.7841 -0.1 0.7 -0.3
H 3.3806 -16.6311 19.0596 0.0 0.0 -0.3
H 3.4136 -14.1934 17.6379 0.0 -0.3 -0.2
H -0.5824 -15.4520 18.0569 -0.5 -0.6 -0.3
H 0.5253 -13.5795 15.7614 -0.2 -0.6 0.1
H 1.7259 -12.6875 16.5047 0.5 -0.4 0.7
H 0.1319 -12.7799 17.2542 0.2 -0.3 0.4
C -1.1262 -12.5554 19.7622 -0.3 -0.6 -2.3
C -2.0162 -12.8158 20.9597 1.1 1.3 -0.1
N -3.3933 -12.5941 20.5682 -3.5 -0.3 -2.0
C -4.1355 -11.4186 20.5102 -0.8 0.3 -0.3
C -5.4023 -11.6964 19.9746 1.5 1.4 1.9
N -5.5020 -13.0120 19.7697 5.2 -1.9 0.6
C -4.1898 -13.5397 20.0018 -1.9 0.7 1.2
C -6.6718 -13.8240 19.5636 -1.0 0.2 -0.4
H -0.0836 -12.8657 19.6926 0.0 -0.1 1.0
H -1.1558 -11.5202 19.4222 0.0 0.3 0.5
H -1.5828 -13.0796 18.9228 -0.1 -0.4 -0.3
H -1.7240 -11.9850 21.6020 -0.5 -0.5 1.0
H -1.9321 -13.8083 21.4022 0.1 0.2 0.0
H -3.7700 -10.4940 20.9320 0.0 0.0 -0.1
H -6.2617 -11.0447 19.9187 0.1 0.0 0.0
H -3.8724 -14.5707 19.9510 -0.1 -0.6 -0.5
H -6.7663 -14.0090 18.4936 -0.1 -0.6 0.2
H -7.5482 -13.2498 19.8641 0.1 0.1 0.0
H -6.6621 -14.6926 20.2220 0.2 -0.1 -0.5
C 1.3058 -14.3807 21.9995 -0.1 -1.5 0.9
C 1.6503 -15.7145 22.8378 -0.1 2.2 0.4
N 2.9277 -16.3838 22.4867 2.0 1.7 -2.8
C 3.4027 -17.5414 22.9714 3.4 -1.5 -0.4
C 4.7693 -17.7070 22.5172 -2.9 0.2 -0.4
N 5.0340 -16.6843 21.6125 -3.7 0.0 3.6
C 3.9425 -15.8370 21.6920 0.4 -1.4 -0.3
C 6.2668 -16.4646 20.9366 1.0 1.1 -1.8
H 1.1121 -14.5850 20.9465 0.7 0.0 -0.2
H 1.9993 -13.5706 22.2251 0.3 -0.3 -0.4
H 0.3435 -13.9685 22.3030 -0.1 -0.4 0.6
H 0.7769 -16.3586 22.9398 0.4 -0.6 -0.8
H 1.8242 -15.4340 23.8766 -0.1 0.4 0.0
H 2.7942 -18.2345 23.5333 0.2 0.2 0.2
H 5.4770 -18.5152 22.6285 -0.2 0.0 0.3
H 3.9662 -14.9563 21.0673 -0.6 0.2 0.5
H 6.2036 -15.4703 20.4946 0.3 0.2 0.2
H 6.3984 -17.1012 20.0616 -0.3 -0.5 0.2
H 7.1778 -16.5363 21.5309 -0.4 0.0 0.4
C -3.3580 -21.0403 25.5670 -1.0 -1.4 -0.2
C -4.6208 -20.4945 24.8755 -0.3 -1.6 2.0
N -4.2569 -19.5168 23.9417 0.5 5.1 -2.0
C -4.9069 -19.2355 22.7698 0.0 0.3 -1.9
C -4.3460 -18.1256 22.1130 -1.1 -2.0 1.8
N -3.4078 -17.6420 22.9962 -1.2 -2.4 1.2
C -3.4196 -18.4606 24.1173 0.7 0.2 -1.1
C -2.5620 -16.5268 22.8111 2.4 1.2 1.1
H -2.4704 -20.9428 24.9418 0.1 0.5 0.2
H -3.4989 -22.1198 25.6217 0.1 -0.1 0.3
H -3.2732 -20.6907 26.5959 0.4 0.2 -0.3
H -5.3143 -20.1453 25.6404 0.2 0.7 0.0
H -5.2830 -21.2145 24.3948 0.7 -0.3 -0.4
H -5.7245 -19.8706 22.4623 -0.1 0.1 -0.3
H -4.6268 -17.6847 21.1680 0.3 0.0 0.1
H -2.7679 -18.2880 24.9611 -0.1 -0.1 0.0
H -1.6976 -16.6602 22.1605 -0.8 -0.4 -1.2
H -1.9503 -16.4206 23.7070 -0.6 0.3 0.8
H -3.0450 -15.5663 22.6314 -0.3 -0.4 -0.2
C -2.7403 -19.9610 13.3639 -0.6 0.0 -1.7
C -3.5518 -19.8256 14.6235 2.7 -1.0 1.2
N -4.6323 -18.9366 14.4758 -3.1 2.3 0.0
C -5.5744 -18.9912 13.4529 -2.5 3.2 1.9
C -6.5104 -17.9074 13.7343 2.7 -2.0 0.4
N -6.0583 -17.2399 14.8866 2.3 -3.3 -2.0
C -4.9174 -17.8849 15.3292 -0.7 -0.7 -2.3
C -6.6450 -16.0949 15.4920 -0.4 1.0 0.8
H -3.3198 -20.4902 12.6074 -0.2 -0.4 0.1
H -1.8058 -20.5219 13.3828 0.0 0.2 0.6
H -2.6350 -19.0019 12.8568 0.5 0.3 0.3
H -2.9327 -19.4277 15.4275 0.1 0.4 0.1
H -3.7745 -20.8190 15.0129 -0.9 0.0 -0.2
H -5.6436 -19.7631 12.7007 0.2 0.1 0.1
H -7.4256 -17.5817 13.2622 0.1 -0.2 -0.1
H -4.1680 -17.5858 16.0471 -0.3 0.3 0.7
H -7.3454 -15.5189 14.8871 0.0 -0.7 -0.6
H -5.8249 -15.4039 15.6870 -0.1 -0.1 0.8
H -7.2151 -16.4519 16.3497 0.3 0.4 0.4
C -7.0195 -7.1686 17.5391 0.1 0.1 -0.4
C -7.0851 -8.4843 18.3326 -1.1 3.0 0.6
N -6.4390 -9.5166 17.6496 1.8 -1.2 -0.5
C -7.0639 -10.4431 16.8549 2.4 -1.2 0.7
C -6.0203 -11.2549 16.4044 -1.1 0.4 0.4
N -4.8240 -10.7438 16.8929 -1.7 1.0 0.7
C -5.1060 -9.7044 17.6906 -1.6 0.2 -1.2
C -3.5734 -11.4002 16.9254 1.7 -1.2 -0.5
H -7.2486 -7.3701 16.4927 -0.2 0.0 0.0
H -6.0379 -6.6947 17.5396 0.1 -0.1 0.2
H -7.7411 -6.4383 17.9052 0.0 -0.1 0.1
H -8.1510 -8.6994 18.4079 0.2 -0.4 0.5
H -6.5838 -8.3282 19.2877 -0.5 -0.2 0.2
H -8.1278 -10.5759 16.9849 0.0 0.0 -0.8
H -6.0930 -12.2005 15.8877 0.2 0.2 -0.1
H -4.4143 -9.0177 18.1558 0.0 -0.2 0.0
H -3.3302 -11.7605 15.9259 -0.2 -0.3 0.1
H -3.6062 -12.2026 17.6624 0.0 -0.4 -0.3
H -2.7056 -10.8021 17.2034 -0.5 0.7 0.1
C 1.6573 -17.5647 14.9754 1.6 0.7 1.1
C 0.2563 -18.0190 14.6670 1.3 -1.6 -0.6
N -0.5913 -17.0135 14.1281 -3.9 4.3 -0.3
C -1.0218 -16.8255 12.8070 -0.6 0.8 0.4
C -1.9438 -15.7687 12.7672 1.1 -1.5 -0.2
N -2.1209 -15.2951 14.0348 3.1 -2.0 1.6
C -1.2604 -16.0423 14.8597 -0.5 -0.6 -1.6
C -2.8749 -14.1102 14.4531 -0.1 -0.6 0.6
H 2.3595 -18.3866 15.1152 -0.3 -0.4 -0.5
H 1.8310 -17.0573 15.9243 -0.8 0.2 0.5
H 2.1448 -16.8607 14.3011 -0.5 -0.3 -0.7
H -0.1955 -18.5767 15.4874 -0.3 0.5 0.1
H 0.3528 -18.7648 13.8780 -0.1 0.0 -0.1
H -0.6338 -17.4577 12.0220 -0.1 0.2 -0.1
H -2.5110 -15.3476 11.9503 0.3 -0.1 -0.1
H -1.2212 -16.0372 15.9390 -0.5 0.2 0.1
H -3.9348 -14.3642 14.4337 0.0 0.2 -0.1
H -2.6630 -13.2355 13.8383 0.1 -0.3 -0.1
H -2.5897 -13.9483 15.4926 -0.2 0.1 0.0
P -8.1788 -20.0148 19.6870 -3.0 -2.9 -2.3
F -9.5261 -21.0341 19.9680 2.8 0.7 1.0
F -8.9445 -19.7430 18.3182 -0.3 1.6 -1.4
F -8.9629 -18.7986 20.3246 0.4 0.7 0.8
F -6.9164 -19.1413 19.2279 0.9 2.2 0.6
F -7.4574 -20.3256 21.1189 -0.1 -0.6 -0.7
F -7.3820 -21.1489 18.7491 0.0 -1.4 2.0
```
Forces are in eV/Å.

> What is the E_HOMO in the first record?

-13.476 eV

> gap between HOMO and LUMO of number 2 (C49H88F6N16O3P)?

6.09 eV

> What is the E_HOMO in the first record?

-13.476 eV

> The lowest net charge belongs to which entry?

C31H32N2OSiSn